{"formula": "C16H16N6O2S4", "method": "ωB97M-V/def2-TZVPD", "largest_force_ha_per_bohr": 0.3148, "homo_energy_ev": -8.1, "elements": ["C", "C", "N", "N", "C", "S", "C", "H", "H", "C", "O", "N", "C", "C", "C", "C", "C", "C", "N", "C", "O", "C", "H", "H", "S", "C", "N", "N", "C", "C", "H", "H", "H", "S", "H", "H", "H", "H", "H", "H", "S", "H", "H", "H"], "coordinates": [[3.870, 2.471, -2.885], [3.545, 1.209, -2.338], [3.167, 0.078, -3.007], [3.153, -0.960, -2.320], [3.400, -0.636, -1.196], [3.350, -1.995, 0.196], [2.808, -3.389, -0.709], [3.136, -4.322, -0.649], [2.811, -3.205, -1.970], [1.116, -3.631, -0.610], [0.668, -5.011, -0.381], [0.359, -2.697, -0.833], [-0.988, -2.342, -0.651], [-1.875, -3.641, -0.957], [-3.222, -3.525, -0.949], [-3.679, -2.513, -0.094], [-2.942, -1.292, 0.328], [-1.551, -1.421, 0.149], [-1.107, -0.363, 0.633], [0.153, 0.274, 0.288], [0.766, 0.075, -0.915], [0.592, 1.370, 1.165], [1.510, 1.664, 0.949], [0.386, 1.253, 2.256], [-0.573, 2.943, 0.364], [-1.985, 2.833, 1.416], [-2.158, 1.895, 2.022], [-3.580, 1.683, 2.564], [-3.954, 2.875, 2.450], [-5.408, 3.251, 2.957], [-5.888, 2.279, 3.403], [-5.403, 4.113, 3.397], [-6.135, 3.407, 2.082], [-3.055, 4.158, 1.390], [-1.415, 0.176, 1.375], [-3.600, -0.767, 0.853], [-4.947, -2.431, -0.179], [-3.707, -4.437, -0.940], [-1.352, -4.457, -1.474], [0.864, -1.861, -0.842], [3.847, 0.907, -0.480], [5.020, 2.666, -2.543], [3.905, 2.370, -4.075], [3.257, 3.252, -2.609]], "nbo_charge": [-0.68, 0.13, -0.23, -0.33, 0.07, 0.20, -0.64, 0.25, 0.28, 0.68, -0.76, -0.60, 0.10, -0.07, -0.32, -0.12, -0.27, 0.12, -0.57, 0.62, -0.67, -0.45, 0.23, 0.26, 0.20, -0.07, -0.38, -0.25, 0.17, -0.65, 0.25, 0.21, 0.23, 0.31, 0.44, 0.23, 0.19, 0.22, 0.25, 0.43, 0.27, 0.24, 0.26, 0.23]}



{"formula": "C16H16N6O9", "method": "ωB97M-V/def2-TZVPD", "largest_force_ha_per_bohr": 0.1025, "smiles": "N#CC[C@@H]1[C@H]2C=C([N+](=O)[O-])O[C@@]2(/C=N/N2CCOC2=O)O[C@@]1(O)/C=N/N1CCOC1=O", "e_above_lowest_kj_mol": 72.8, "homo_energy_ev": -9.6, "elements": ["N", "C", "C", "C", "C", "C", "C", "N", "O", "O", "O", "C", "C", "N", "N", "C", "C", "O", "C", "O", "O", "C", "O", "C", "N", "N", "C", "C", "O", "C", "O", "H", "H", "H", "H", "H", "H", "H", "H", "H", "H", "H", "H", "H", "H", "H", "H"], "coordinates": [[-3.874, -2.238, -1.129], [-2.727, -2.087, -0.854], [-1.233, -1.875, -0.803], [-0.785, -0.388, -0.833], [0.724, -0.394, -1.131], [1.051, -0.123, -2.546], [1.394, 1.191, -2.636], [1.697, 1.961, -3.771], [1.723, 1.439, -4.900], [2.090, 3.123, -3.597], [1.568, 1.815, -1.419], [1.208, 0.863, -0.409], [2.435, 0.593, 0.348], [3.511, 0.024, -0.172], [4.700, -0.119, 0.497], [5.857, -0.492, -0.229], [6.893, -0.577, 0.809], [6.215, -0.318, 2.122], [4.897, -0.032, 1.829], [4.137, 0.310, 2.741], [0.165, 1.264, 0.470], [-0.888, 0.290, 0.550], [-0.257, -0.448, 1.538], [-2.338, 0.851, 0.800], [-3.350, -0.031, 0.992], [-4.723, 0.243, 1.267], [-5.844, -0.742, 1.028], [-6.979, -0.058, 1.742], [-6.755, 1.358, 1.852], [-5.361, 1.467, 1.479], [-4.598, 2.453, 1.609], [-0.653, -2.440, -1.509], [-0.999, -2.318, 0.128], [-1.356, 0.217, -1.564], [1.294, -1.207, -0.750], [0.835, -0.788, -3.389], [2.498, 1.148, 1.332], [5.801, -1.424, -0.648], [6.156, 0.274, -1.065], [7.695, 0.171, 0.564], [7.577, -1.494, 0.915], [-0.363, -0.088, 2.503], [-2.360, 1.941, 0.814], [-6.083, -0.937, -0.036], [-5.613, -1.715, 1.495], [-7.912, -0.254, 1.162], [-7.069, -0.410, 2.803]], "nbo_charge": [-0.35, 0.32, -0.51, -0.22, -0.30, -0.18, 0.36, 0.46, -0.37, -0.33, -0.45, 0.47, 0.06, -0.24, -0.29, -0.23, -0.09, -0.48, 0.86, -0.61, -0.51, 0.49, -0.74, 0.02, -0.21, -0.29, -0.24, -0.09, -0.47, 0.85, -0.61, 0.25, 0.27, 0.25, 0.25, 0.25, 0.23, 0.21, 0.21, 0.19, 0.21, 0.51, 0.24, 0.22, 0.23, 0.20, 0.19]}



{"formula": "C16H17BN4O2STa", "method": "ωB97M-V/def2-TZVPD", "charge": 3, "largest_force_ha_per_bohr": 0.0319, "e_above_lowest_kj_mol": 89.8, "homo_energy_ev": -17.8, "elements": ["Ta", "C", "C", "N", "C", "S", "N", "N", "C", "C", "C", "C", "C", "C", "C", "N", "H", "H", "H", "H", "H", "H", "H", "H", "H", "H", "H", "H", "H", "O", "B", "O", "C", "C", "C", "C", "C", "C", "H", "H", "H", "H"], "coordinates": [[-0.708, -0.345, -0.086], [1.188, 4.724, 3.087], [1.503, 3.241, 3.125], [0.270, 2.433, 3.266], [-0.264, 1.576, 2.435], [0.609, 1.233, 0.893], [-1.373, 0.933, 2.670], [-1.775, 0.089, 1.677], [-2.934, -0.512, 1.908], [-3.680, -0.281, 3.152], [-3.391, -1.391, 0.834], [-4.552, -2.125, 0.837], [-4.856, -2.911, -0.283], [-3.987, -2.949, -1.361], [-2.827, -2.196, -1.302], [-2.543, -1.425, -0.234], [2.120, 5.282, 3.011], [0.687, 5.046, 3.999], [0.565, 4.980, 2.230], [2.142, 2.986, 3.970], [2.018, 2.915, 2.221], [-0.268, 2.585, 4.116], [-3.712, 0.787, 3.375], [-3.111, -0.723, 3.981], [-4.680, -0.699, 3.136], [-5.228, -2.102, 1.679], [-5.773, -3.489, -0.300], [-4.193, -3.549, -2.237], [-2.115, -2.206, -2.122], [0.697, -2.040, -0.839], [0.507, -2.039, 0.545], [1.004, -3.050, 1.237], [1.622, -3.837, 0.234], [2.325, -5.004, 0.397], [2.847, -5.560, -0.769], [2.673, -4.968, -2.022], [1.964, -3.781, -2.182], [1.448, -3.266, -1.019], [2.474, -5.453, 1.369], [3.414, -6.478, -0.698], [3.106, -5.438, -2.894], [1.840, -3.308, -3.145]], "nbo_charge": [1.80, -0.63, -0.21, -0.49, 0.37, 0.07, -0.37, -0.40, 0.42, -0.70, 0.14, -0.15, -0.03, -0.19, 0.10, -0.61, 0.26, 0.24, 0.22, 0.25, 0.21, 0.45, 0.31, 0.31, 0.26, 0.28, 0.29, 0.29, 0.24, -0.72, 0.80, -0.58, 0.20, -0.21, -0.13, -0.16, -0.24, 0.26, 0.28, 0.27, 0.27, 0.26]}